Version i
Formula: CH2Cl2N2
Source: the Open Molecules 2025 dataset
Level of theory: the ωB97M-V functional and the def2-TZVPD basis

Computed properties:
**Lowest unoccupied orbital energy**: -0.3 eV
**SMILES**: N=C=NCl.Cl
**HOMO**: -0.3570 Eh

```
! wB97M-V def2-TZVPD RIJCOSX def2/J DEFGRID3
* xyz 0 1
H -1.27440 -0.03140 1.98376
C -0.17128 0.94215 0.63838
N -1.01591 0.19367 1.02901
H 1.25020 -0.26510 -0.90329
Cl 0.64288 -0.81754 -1.92990
N 0.59738 1.84805 0.38638
Cl 1.29284 2.51646 -1.02220
*
```

=====

Version ii
Formula: CH2Cl2N2
Source: the Open Molecules 2025 dataset
Level of theory: the ωB97M-V functional and the def2-TZVPD basis

Computed properties:
**Lowest unoccupied orbital energy (alpha / beta)**: -0.8 / -0.8 eV
**HOMO (alpha / beta)**: -0.3325 / -0.3325 Eh

```
! wB97M-V def2-TZVPD RIJCOSX def2/J DEFGRID3
* xyz 0 1
N -0.89258 -0.92988 0.41480
C 1.12265 0.00130 -0.02190
Cl -0.89865 1.81378 -0.04889
H 1.37281 -0.85897 -0.51007
Cl -2.50151 -0.89465 -0.20043
H 1.94265 0.81825 0.23402
N -0.14538 0.05016 0.13248
*
```

=====

Name the least stable of them. version ii.

=====

Version i
Formula: C3H3ClN2O
Source: the Open Molecules 2025 dataset
Level of theory: the ωB97M-V functional and the def2-TZVPD basis

Computed properties:
**Lowest unoccupied orbital energy**: -0.8 eV
**SMILES**: [H]/N=C/[C@@H]1C(=O)N1Cl
**HOMO**: -0.3573 Eh

```
! wB97M-V def2-TZVPD RIJCOSX def2/J DEFGRID3
* xyz 0 1
C 0.82840 1.35821 -0.64454
H -1.46054 -0.74107 -0.37028
C -0.76664 -0.49887 0.48227
O 1.10287 2.47805 -0.66661
Cl 0.40778 -0.73725 -2.60962
C 0.52698 0.09548 0.24501
N -1.03696 -0.60441 1.70702
N 1.08306 0.12923 -1.20234
H -1.87184 -1.19183 1.98754
H 1.18690 -0.28754 1.07155
*
```

=====

Version ii
Formula: C3H3ClN2O
Source: the Open Molecules 2025 dataset
Level of theory: the ωB97M-V functional and the def2-TZVPD basis

Computed properties:
**Lowest unoccupied orbital energy**: 0.5 eV
**HOMO**: -0.4088 Eh

```
! wB97M-V def2-TZVPD RIJCOSX def2/J DEFGRID3
* xyz 0 1
H 1.08550 -0.44581 1.65090
O -0.83376 -1.03372 0.23489
H -3.13328 0.97933 -0.79833
N -2.18906 -0.84964 -0.18420
H 1.23355 1.22814 1.24282
N -1.14567 1.20460 -0.02976
C 1.06235 0.22847 0.75997
Cl 2.36290 -0.07939 -0.39744
C -0.36153 0.22431 0.27837
C -2.25780 0.44271 -0.32507
*
```

=====

Name the least stable of them. version i.

=====

Version i
Formula: CH3N5S
Source: the Open Molecules 2025 dataset
Level of theory: the ωB97M-V functional and the def2-TZVPD basis

Computed properties:
**Lowest unoccupied orbital energy**: 0.1 eV
**SMILES**: [H]/N=c1\nn[nH]n1S
**HOMO**: -0.3392 Eh

```
! wB97M-V def2-TZVPD RIJCOSX def2/J DEFGRID3
* xyz 0 1
N -1.68625 0.07589 -0.19691
N -1.46558 -1.16770 -0.26093
H -1.22238 2.42881 -0.25477
N -0.12355 -1.42559 -0.22013
N -0.28135 2.02649 -0.13722
C -0.46729 0.77288 -0.09685
H 2.56215 -0.24433 0.94958
H 0.05946 -2.20007 0.40535
S 2.12256 -0.05641 -0.31464
N 0.50222 -0.20998 0.12653
*
```

=====

Version ii
Formula: CH3N5S
Source: the Open Molecules 2025 dataset
Level of theory: the ωB97M-V functional and the def2-TZVPD basis

Computed properties:
**Lowest unoccupied orbital energy**: 0.3 eV
**SMILES**: S/N=c1\nn[nH][nH]1
**HOMO**: -0.3036 Eh

```
! wB97M-V def2-TZVPD RIJCOSX def2/J DEFGRID3
* xyz 0 1
H -0.69328 -0.05381 1.95987
C 0.42884 -0.08515 0.15618
N 1.57798 -0.54178 0.42094
S 2.59565 -1.30602 -0.74056
N -0.19677 0.02711 -1.14312
N -0.45087 0.53519 1.12461
N -1.58396 0.74365 0.35240
N -1.30476 0.55479 -0.92772
H -2.12079 1.59432 0.61198
H 1.74796 -1.46830 -1.81458
*
```

=====

Name the least stable of them. version ii.

=====

Version i
Formula: H3N2O4P
Source: the Open Molecules 2025 dataset
Level of theory: the ωB97M-V functional and the def2-TZVPD basis

Computed properties:
**Lowest unoccupied orbital energy (alpha / beta)**: 7.4 / 7.5 eV
**HOMO (alpha / beta)**: 0.0279 / 0.0064 Eh

```
! wB97M-V def2-TZVPD RIJCOSX def2/J DEFGRID3
* xyz -2 1
N 1.00444 1.63488 -0.70278
P -1.09608 -0.70406 0.03355
N 0.30759 -0.08883 0.99072
O -1.24863 -2.11057 0.44575
O -0.76378 -0.44565 -1.43671
H 1.39992 0.79628 -1.08511
O 0.90651 0.94770 0.82518
H 0.07302 1.48010 -0.95486
O -2.07309 0.23180 0.80684
H 1.49010 -1.74165 1.07741
*
```

=====

Version ii
Formula: H3N2O4P
Source: the Open Molecules 2025 dataset
Level of theory: the ωB97M-V functional and the def2-TZVPD basis

Computed properties:
**Lowest unoccupied orbital energy**: 7.6 eV
**SMILES**: NONP(=O)([O-])[O-]
**HOMO**: 0.0174 Eh

```
! wB97M-V def2-TZVPD RIJCOSX def2/J DEFGRID3
* xyz -2 1
H -0.32236 0.10582 -1.18337
N -1.36045 0.25293 -1.21419
O 0.53632 -1.90016 0.34181
O -1.43993 0.52239 0.34847
H 0.14732 1.46815 1.20730
O 2.20568 -0.08144 1.28997
H -1.75626 -0.69042 -1.33065
O 1.25349 0.25757 -0.99164
P 1.04287 -0.43524 0.36885
N -0.30667 0.50040 1.16343
*
```

=====

Name the least stable of them. version i.

=====

Version i
Formula: CH4NO2Si
Source: the Open Molecules 2025 dataset
Level of theory: the ωB97M-V functional and the def2-TZVPD basis

Computed properties:
**Lowest unoccupied orbital energy (alpha / beta)**: 3.6 / 2.4 eV
**HOMO (alpha / beta)**: -0.1687 / -0.0568 Eh

```
! wB97M-V def2-TZVPD RIJCOSX def2/J DEFGRID3
* xyz -1 1
Si 0.32460 0.63344 0.18775
H 1.77612 0.79026 0.14997
O 0.36051 2.64126 -0.22471
H -1.24243 -3.39980 -1.06451
C -0.18210 2.38067 0.85769
N -0.16672 -3.37343 -0.69033
H -0.22868 -2.69129 0.13877
H 0.15428 0.12028 -1.13118
O -0.79558 2.89861 1.77657
*
```

=====

Version ii
Formula: CH4NO2Si
Source: the Open Molecules 2025 dataset
Level of theory: the ωB97M-V functional and the def2-TZVPD basis

Computed properties:
**Lowest unoccupied orbital energy**: 4.2 eV
**HOMO**: -0.1579 Eh

```
! wB97M-V def2-TZVPD RIJCOSX def2/J DEFGRID3
* xyz -1 1
H -0.66806 -2.18398 0.20123
H -0.88518 0.08258 -1.01541
N 1.19232 0.96226 -0.04514
Si -0.18369 -0.69340 0.09158
C 2.15113 0.06866 -0.06208
H -0.62242 -0.21883 1.54299
O 3.32814 0.12801 0.05916
O 1.42036 -1.12003 -0.08876
H 1.85915 2.09775 0.04652
*
```

=====

Name the least stable of them. version i.

=====

Version i
Formula: C3H7N2O2S
Source: the Open Molecules 2025 dataset
Level of theory: the ωB97M-V functional and the def2-TZVPD basis

Computed properties:
**Lowest unoccupied orbital energy**: 3.5 eV
**SMILES**: C[C@H](C(=O)[O-])N(N)S
**HOMO**: -0.1389 Eh

```
! wB97M-V def2-TZVPD RIJCOSX def2/J DEFGRID3
* xyz -1 1
H 0.83232 2.16243 0.55299
C 0.27817 -0.50230 -0.28776
O 2.19561 0.97257 0.25490
H 0.02162 -2.17304 1.09188
O 2.63080 -1.13002 -0.04813
H 0.18819 -1.17975 -1.10691
H -1.38889 -1.10504 0.96881
C 1.89051 -0.18724 0.03573
S -0.49500 2.03883 0.65277
H -2.23980 1.34783 -1.22993
H 0.07428 -0.63330 1.78536
N -1.73641 0.55212 -1.06848
H -1.48426 0.02753 -1.89118
N -0.42119 0.94346 -0.68975
C -0.34595 -1.13409 0.97968
*
```

=====

Version ii
Formula: C3H7N2O2S
Source: the Open Molecules 2025 dataset
Level of theory: the ωB97M-V functional and the def2-TZVPD basis

Computed properties:
**Lowest unoccupied orbital energy**: 3.7 eV
**HOMO**: -0.1195 Eh

```
! wB97M-V def2-TZVPD RIJCOSX def2/J DEFGRID3
* xyz -1 1
N -0.96395 0.64581 -0.87237
H -2.07998 -1.55853 -0.57469
H -0.35920 1.85904 -2.02973
O -2.57915 -0.13432 2.33982
H 0.32447 -1.31314 -0.01402
H 0.94357 0.90316 -1.81798
C -2.05997 -0.45581 1.28140
H -0.49357 1.19573 1.38604
H 0.70995 -1.17759 1.72493
O -2.49414 -1.46822 0.50398
S -1.11567 -0.85233 -1.75366
H 1.31713 -0.04174 0.58611
C 0.47918 -0.63776 0.73580
N 0.17297 1.34203 -1.36665
C -0.76338 0.16718 0.82216
*
```

=====

Name the least stable of them. version ii.